The following is a DFT calculation (the ωB97M-V functional and the def2-TZVPD basis) of C17H36IrN4O4S as an isolated structure.

```
! RIJCOSX wB97M-V def2-TZVPD def2/J DEFGRID3
* xyz 3 5
Ir -0.960 -0.343 -0.347
S -3.873 -1.472 -1.551
O -1.118 1.735 -0.867
O -2.822 -1.184 -0.396
O 4.987 0.811 -0.208
O 2.566 2.601 -3.129
N -0.751 -0.762 1.818
N 0.632 -0.978 2.132
N 0.946 -0.813 -1.110
N 4.568 1.702 -2.244
C -1.018 2.118 -2.294
C 0.563 0.472 4.120
C 1.275 -2.106 -1.324
C 2.572 -2.496 -1.567
C 4.332 0.829 -1.227
C 1.907 0.134 -1.161
C 0.182 -2.007 4.365
C -1.744 2.792 -0.043
C 3.570 -1.531 -1.576
C -4.506 -3.072 -1.103
C -1.521 1.017 -3.192
C 0.931 -0.916 3.607
C 3.229 -0.194 -1.388
C -1.901 2.349 1.381
C 3.740 1.867 -3.420
C 2.438 -1.126 3.688
C -5.252 -0.437 -1.111
H -3.713 -3.800 -1.259
H 2.975 -0.317 3.194
H 0.857 -1.910 1.791
H -2.415 3.139 1.931
H 2.797 -3.541 -1.729
H 0.424 -1.963 5.426
H -1.020 0.083 2.321
H -1.086 3.657 -0.124
H -5.474 -0.560 -0.051
H -0.937 2.189 1.868
H -6.098 -0.757 -1.721
H 2.749 -1.167 4.730
H -4.845 -3.057 -0.069
H 0.028 2.358 -2.480
H 4.339 2.346 -4.191
H -1.389 -1.500 2.136
H -2.609 0.969 -3.222
H -1.126 0.031 -2.910
H 1.015 1.255 3.507
H -1.166 1.189 -4.209
H 1.606 1.157 -0.976
H -0.517 0.633 4.201
H 0.467 -2.827 -1.298
H -2.701 3.028 -0.508
H -5.332 -3.284 -1.785
H -2.533 1.458 1.461
H 3.419 0.887 -3.769
H 0.461 -3.001 4.007
H 5.334 2.345 -2.065
H 4.607 -1.814 -1.718
H -0.905 -1.898 4.293
H 2.748 3.544 -3.230
H -5.002 0.593 -1.356
H -1.608 3.025 -2.409
H 2.728 -2.074 3.228
H 0.948 0.589 5.133
*
```

Values from the calculation:
LUMO level (alpha / beta) = -8.856 / -14.125 eV
HOMO level (alpha / beta) = -16.467 / -17.270 eV
Energy above the lowest of the compared OMol25 structures with the same formula, charge and spin = 15.45 kcal/mol